(1)
The following is a quantum chemistry calculation of a cluster of 2 separate species, C6H10O in total, from the OMol25 dataset.

Positions of all 17 atoms, in Å:
C 0.187 0.968 -0.404
C -1.082 0.832 0.406
O -1.005 -0.061 1.352
C 0.202 -0.829 1.661
C 0.591 -1.789 0.573
C 0.601 -1.528 -0.733
C 0.277 -0.214 -1.382
H 1.101 1.001 0.207
H 0.148 1.899 -0.976
H -2.182 3.767 -0.428
H -1.942 3.130 -0.117
H 1.002 -0.122 1.907
H -0.066 -1.373 2.567
H 0.865 -2.785 0.915
H 0.857 -2.334 -1.420
H -0.665 -0.313 -1.942
H 1.052 0.018 -2.120

Forces on the atoms, in the same order (eV/Å):
C -0.003 0.086 0.055
C 0.302 -0.252 0.102
O -0.128 0.228 -0.210
C 0.160 -0.041 0.044
C 0.029 0.019 -0.155
C 0.041 -0.040 0.135
C -0.025 -0.026 -0.043
H -0.104 -0.015 -0.026
H -0.098 -0.122 0.102
H 0.081 -0.023 0.048
H -0.139 0.117 -0.084
H -0.109 -0.144 0.019
H 0.056 0.077 -0.109
H -0.062 0.104 -0.078
H 0.000 0.066 0.140
H 0.125 0.067 0.051
H -0.126 -0.103 0.008

Its orbital gap is 0.33014 hartree. The value obtained for the HOMO energy is -8.10 eV. The maximum force comes out at 0.4 eV Å⁻¹. The energy above the lowest of the compared OMol25 structures with the same formula, charge and spin comes out at 383.6 kJ/mol. Its net charge is 0. The value obtained for the energy is -8427.2645 eV.

Atomic charges from the natural (NBO) analysis, expressed in e, are listed below:
1 C -0.5782
2 C 0.3233
3 O -0.4702
4 C -0.1450
5 C -0.2464
6 C -0.1462
7 C -0.4417
8 H 0.2081
9 H 0.2306
10 H -0.0334
11 H 0.0150
12 H 0.1978
13 H 0.2098
14 H 0.2151
15 H 0.2091
16 H 0.2266
17 H 0.2258

***

(2)
The following is a quantum chemistry calculation of the molecule C6H10O, from the OMol25 dataset.

Positions of all 17 atoms, in Å:
C -0.313 -1.262 1.150
C 0.098 -0.362 -0.038
C -0.511 -0.588 -1.373
C 0.046 1.221 0.368
C 1.542 1.332 0.206
C 1.611 -0.189 -0.160
O 2.407 -1.053 -0.448
H -1.428 -1.347 1.154
H 0.019 -1.027 2.103
H -0.008 -2.244 0.826
H -0.700 -1.665 -1.628
H 0.224 -0.177 -2.105
H -1.539 -0.127 -1.460
H -0.209 1.330 1.410
H -0.560 1.710 -0.434
H 2.103 1.571 1.023
H 1.739 1.828 -0.635

Forces on the atoms, in the same order (eV/Å):
C -2.070 -0.869 -3.531
C 0.104 2.023 2.468
C -1.200 -0.885 -1.264
C -0.593 -1.870 -1.021
C -1.191 -3.528 -0.109
C -0.291 -1.185 0.387
O -0.067 1.426 0.289
H 0.674 0.340 0.203
H 0.933 0.667 1.599
H 0.386 -0.664 0.449
H 0.560 0.756 0.270
H -1.056 -0.223 0.025
H 1.199 -0.133 0.010
H -0.868 0.416 0.014
H 0.397 0.269 1.291
H 1.585 1.002 2.028
H 1.499 2.457 -3.107

Its orbital gap is 0.37048 hartree. The value obtained for the HOMO energy is -9.18 eV. The maximum force comes out at 4.2 eV Å⁻¹. The energy above the lowest of the compared OMol25 structures with the same formula, charge and spin comes out at 117.7 kJ/mol. Its net charge is 0. The value obtained for the energy is -8430.0200 eV.

Atomic charges from the natural (NBO) analysis, expressed in e, are listed below:
1 C -0.6017
2 C -0.1459
3 C -0.6138
4 C -0.3982
5 C -0.5200
6 C 0.6286
7 O -0.5258
8 H 0.2093
9 H 0.2134
10 H 0.2198
11 H 0.2254
12 H 0.2180
13 H 0.2158
14 H 0.2108
15 H 0.2111
16 H 0.2278
17 H 0.2253

***

(3)
The following is a quantum chemistry calculation of a cluster of 2 separate species, C6H10O in total, from the OMol25 dataset.

Positions of all 17 atoms, in Å:
O 1.188 -1.352 1.616
C 1.393 -1.092 0.454
C 1.431 0.305 -0.122
C 0.421 1.258 0.537
C -0.890 1.330 -0.196
C -0.543 -2.021 -0.953
C -2.085 1.092 0.334
H 1.688 -1.905 -0.260
H 2.457 0.666 0.044
H 1.282 0.245 -1.205
H 0.855 2.265 0.572
H 0.263 0.939 1.574
H -0.826 1.625 -1.245
H -0.478 -2.503 -1.955
H -0.963 -2.832 -0.317
H -2.996 1.192 -0.251
H -2.197 0.787 1.373

Forces on the atoms, in the same order (eV/Å):
O 0.031 0.097 -0.483
C 0.059 -0.075 0.282
C -0.024 0.020 -0.003
C -0.010 0.062 0.101
C -0.145 -0.009 0.035
C -0.199 -0.505 -0.198
C 0.113 0.013 -0.040
H -0.046 0.073 0.098
H -0.119 -0.079 0.000
H 0.031 0.014 0.137
H -0.069 -0.135 -0.026
H 0.015 0.075 -0.142
H -0.025 -0.057 0.137
H 0.076 0.182 0.144
H 0.100 0.294 0.013
H 0.158 -0.019 0.071
H 0.054 0.050 -0.126

Its orbital gap (alpha / beta) is 0.29802 / 0.30320 hartree. The value obtained for the HOMO energy (alpha / beta) is -9.31 / -9.38 eV. The maximum force comes out at 0.6 eV Å⁻¹. The energy above the lowest of the compared OMol25 structures with the same formula, charge and spin comes out at 524.6 kJ/mol. Its net charge is 0. The value obtained for the energy is -8425.8033 eV.

Atomic charges from the natural (NBO) analysis, expressed in e, are listed below:
1 O -0.5454
2 C 0.4522
3 C -0.5044
4 C -0.4479
5 C -0.1539
6 C -0.1739
7 C -0.4002
8 H 0.1130
9 H 0.2333
10 H 0.2211
11 H 0.2159
12 H 0.2302
13 H 0.1886
14 H 0.0850
15 H 0.0955
16 H 0.1970
17 H 0.1940

***

(4)
The following is a quantum chemistry calculation of the molecule C6H10O, from the OMol25 dataset.

Positions of all 17 atoms, in Å:
C 1.439 -0.815 0.188
C 1.406 0.664 -0.328
O 0.289 1.056 -1.071
C -0.731 0.763 -0.083
C -2.098 0.244 -0.059
C -0.872 -0.611 0.197
C 0.198 -1.307 1.098
H 2.446 -0.738 0.580
H 1.670 -1.623 -0.572
H 2.319 0.779 -0.997
H 1.618 1.443 0.460
H -0.514 1.442 0.726
H -2.654 0.009 -0.957
H -2.965 0.702 0.618
H -0.724 -0.912 -0.805
H 0.244 -2.414 1.385
H 0.193 -0.770 2.049

Forces on the atoms, in the same order (eV/Å):
C 0.517 -0.683 0.116
C 2.225 -0.002 -1.228
O -1.647 -0.016 0.122
C 1.637 3.074 0.249
C -3.878 0.849 0.658
C 0.051 -2.554 0.639
C 0.745 1.208 -0.185
H 0.159 -0.566 1.472
H -0.946 1.264 0.099
H -1.112 -0.240 0.488
H -0.439 -1.068 -0.084
H -0.267 0.110 0.617
H 0.439 -0.291 -0.342
H 2.604 -0.920 -0.686
H 0.205 -1.621 -0.957
H -0.512 1.469 -1.057
H 0.217 -0.012 0.080

Its orbital gap is 0.39517 hartree. The value obtained for the HOMO energy is -9.58 eV. The maximum force comes out at 4.0 eV Å⁻¹. The energy above the lowest of the compared OMol25 structures with the same formula, charge and spin comes out at 354.1 kJ/mol. Its net charge is 0. The value obtained for the energy is -8427.5704 eV.

Atomic charges from the natural (NBO) analysis, expressed in e, are listed below:
1 C -0.4456
2 C -0.0847
3 O -0.5179
4 C 0.0455
5 C -0.3943
6 C -0.2664
7 C -0.3944
8 H 0.2178
9 H 0.2132
10 H 0.1970
11 H 0.1682
12 H 0.1733
13 H 0.2214
14 H 0.2245
15 H 0.2136
16 H 0.2258
17 H 0.2032

***

(5)
The following is a quantum chemistry calculation of the molecule C6H10O, from the OMol25 dataset.

Positions of all 17 atoms, in Å:
O -1.637 -2.283 -0.521
C -1.445 -1.525 -1.441
C -0.347 -0.487 -1.494
C 0.651 -0.580 -0.333
C 0.847 0.745 0.370
C -0.295 1.290 1.180
C 0.952 0.805 1.866
H -2.120 -1.535 -2.324
H 0.129 -0.548 -2.482
H -0.864 0.485 -1.478
H 1.612 -0.969 -0.687
H 0.264 -1.315 0.383
H 1.432 1.482 -0.179
H -0.496 2.357 1.152
H -1.185 0.668 1.263
H 1.614 1.541 2.313
H 0.889 -0.132 2.413

Forces on the atoms, in the same order (eV/Å):
O 0.064 0.300 -0.440
C -0.063 -0.157 0.224
C 0.016 -0.038 0.038
C 0.032 -0.040 0.063
C 0.056 0.034 -0.129
C -0.211 0.089 -0.007
C 0.139 -0.045 0.153
H 0.060 -0.028 0.102
H -0.086 -0.010 0.129
H 0.049 -0.139 -0.041
H -0.128 0.055 0.046
H 0.051 0.132 -0.060
H -0.097 -0.101 0.088
H 0.065 -0.162 0.035
H 0.146 0.081 -0.003
H -0.109 -0.102 -0.091
H 0.016 0.132 -0.108

Its orbital gap is 0.40085 hartree. The value obtained for the HOMO energy is -9.82 eV. The maximum force comes out at 0.5 eV Å⁻¹. The energy above the lowest of the compared OMol25 structures with the same formula, charge and spin comes out at 74.2 kJ/mol. Its net charge is 0. The value obtained for the energy is -8430.4718 eV.

Atomic charges from the natural (NBO) analysis, expressed in e, are listed below:
1 O -0.5288
2 C 0.4501
3 C -0.5188
4 C -0.4151
5 C -0.2243
6 C -0.4328
7 C -0.4135
8 H 0.1058
9 H 0.2279
10 H 0.2377
11 H 0.2127
12 H 0.2313
13 H 0.2097
14 H 0.2146
15 H 0.2144
16 H 0.2145
17 H 0.2144

***

(6)
The following is a quantum chemistry calculation of a cluster of 2 separate species, C6H10O in total, from the OMol25 dataset.

Positions of all 17 atoms, in Å:
C 0.901 -0.803 -2.954
C 0.040 0.247 -2.740
C -0.603 0.490 -1.435
C -0.048 -0.148 -0.349
C 0.647 0.550 0.683
C 0.894 1.848 0.549
H 1.558 -0.896 -3.814
H 0.671 -1.728 -2.327
H 0.493 1.201 -3.249
H -1.204 1.401 -1.438
H -0.218 -1.286 -0.165
H 0.904 0.055 1.709
H 0.980 2.609 1.355
H 0.525 2.341 -0.337
O -2.040 -1.997 5.273
H -1.387 -2.509 4.710
H -2.113 -1.375 4.529

Forces on the atoms, in the same order (eV/Å):
C -2.722 -0.681 0.451
C 3.600 -0.429 -0.924
C 0.309 0.251 -0.714
C -1.286 -1.953 1.108
C -0.710 -0.738 3.088
C -1.086 2.248 0.645
H -0.092 0.185 0.272
H 0.867 1.063 -0.980
H -1.910 -1.368 0.604
H 0.854 0.328 0.745
H 1.433 1.670 -1.269
H -0.518 0.654 -2.114
H 0.830 -1.167 -0.252
H 0.433 -0.066 -0.659
O 1.655 -0.500 -2.551
H -0.687 -0.296 1.777
H -0.969 0.798 0.771

Its orbital gap is 0.25166 hartree. The value obtained for the HOMO energy is -7.60 eV. The maximum force comes out at 3.7 eV Å⁻¹. The energy above the lowest of the compared OMol25 structures with the same formula, charge and spin comes out at 482.2 kJ/mol. Its net charge is 0. The value obtained for the energy is -8426.2424 eV.

Atomic charges from the natural (NBO) analysis, expressed in e, are listed below:
1 C -0.3853
2 C -0.2495
3 C -0.2139
4 C -0.1708
5 C -0.2525
6 C -0.3540
7 H 0.2064
8 H 0.1804
9 H 0.2190
10 H 0.2090
11 H 0.2101
12 H 0.2100
13 H 0.2061
14 H 0.1850
15 O -0.9133
16 H 0.4564
17 H 0.4570

***

(7)
The following is a quantum chemistry calculation of the molecule C6H10O, from the OMol25 dataset.

Positions of all 17 atoms, in Å:
O 1.766 -0.599 1.254
C 1.316 -0.414 -0.089
C 1.102 1.068 -0.271
C -0.108 1.625 -0.286
C -1.392 0.851 -0.132
C -1.151 -0.576 0.362
C 0.032 -1.191 -0.383
H 1.469 -1.467 1.556
H 2.104 -0.755 -0.780
H 1.994 1.686 -0.352
H -0.198 2.702 -0.414
H -1.915 0.830 -1.100
H -2.059 1.386 0.555
H -0.923 -0.559 1.435
H -2.054 -1.182 0.231
H 0.172 -2.249 -0.121
H -0.156 -1.156 -1.465

Forces on the atoms, in the same order (eV/Å):
O -0.079 -0.313 0.186
C -0.121 0.077 -0.263
C -0.183 0.126 0.005
C 0.177 -0.083 -0.022
C -0.029 0.000 0.003
C -0.009 -0.006 0.036
C 0.008 -0.014 -0.014
H 0.180 0.142 -0.083
H -0.110 0.064 0.127
H -0.129 -0.068 0.004
H 0.031 -0.118 -0.003
H 0.070 0.009 0.100
H 0.092 -0.059 -0.090
H -0.054 0.026 -0.130
H 0.120 0.075 0.016
H -0.016 0.164 -0.010
H 0.053 -0.023 0.139

Its orbital gap is 0.38450 hartree. The value obtained for the HOMO energy is -9.46 eV. The maximum force comes out at 0.4 eV Å⁻¹. The energy above the lowest of the compared OMol25 structures with the same formula, charge and spin comes out at 8.5 kJ/mol. Its net charge is 0. The value obtained for the energy is -8431.1526 eV.

Atomic charges from the natural (NBO) analysis, expressed in e, are listed below:
1 O -0.7199
2 C 0.0585
3 C -0.2092
4 C -0.1620
5 C -0.4443
6 C -0.4015
7 C -0.4205
8 H 0.4646
9 H 0.1669
10 H 0.2091
11 H 0.2038
12 H 0.2096
13 H 0.2179
14 H 0.2061
15 H 0.2087
16 H 0.2018
17 H 0.2104